Formula: C18H21N3O3S
Source: the Open Molecules 2025 dataset
Level of theory: the ωB97M-V functional and the def2-TZVPD basis

Properties
Lowest unoccupied orbital energy (eV): -0.39
Structure (SMILES): COc1cc(NC(=S)Nc2ccc(N(C)C(C)=O)cc2)cc(OC)c1
M (u): 359.5
ΔE to the lowest compared entry with this formula, charge and spin (kcal per mole): 361.3
Strongest force on any atom (eV Å⁻¹): 14.319

```
! RIJCOSX wB97M-V def2-TZVPD def2/J DEFGRID3
* xyz 0 1
C 1.71 3.53 -2.65
H 1.58 2.67 -3.37
O 1.20 3.51 -1.50
C 1.45 2.35 -0.69
C 0.77 2.17 0.42
C 0.98 1.26 1.53
C 1.88 0.23 1.32
C 2.54 0.38 -0.22
C 2.25 1.41 -1.10
H 2.84 1.33 -1.97
N 3.40 -0.45 -0.46
C 3.37 -1.85 -0.21
N 2.37 -2.73 0.25
C 1.04 -2.07 0.24
C 0.58 -1.53 -1.09
C -0.78 -1.11 -0.95
C -1.58 -1.45 0.01
C -1.24 -2.03 1.18
C 0.20 -2.30 1.15
H 0.39 -2.89 2.22
H -1.96 -2.16 1.80
N -3.05 -0.67 0.03
C -3.96 -1.28 -0.69
O -5.13 -0.86 -0.64
C -3.61 -2.58 -1.57
H -2.78 -2.62 -2.12
H -4.50 -3.38 -1.75
H -3.17 -3.24 -0.59
C -3.21 0.49 0.60
H -2.90 0.44 1.63
H -4.16 0.92 0.27
H -2.50 1.24 -0.09
H -1.01 -0.52 -1.95
H 1.26 -1.49 -1.80
H 2.48 -3.49 0.84
S 4.91 -2.62 -0.20
H 4.30 -0.35 -1.17
H 2.20 -0.37 2.15
O 0.46 1.28 2.73
C -0.53 2.36 3.24
H 0.14 3.14 3.33
H -0.85 2.02 4.39
H -1.40 2.23 2.53
H -0.01 2.99 0.81
H 2.64 3.70 -2.71
H 1.40 4.37 -3.19
*
```

Results of the Mulliken charge analysis, in e, for atoms 1 through 4:
1 C -1.218
2 H 0.307
3 O -0.465
4 C 0.358